The ion C3H4NO2 with charge +1, computed with ωB97M-V with the def2-TZVPD basis set.

Each line ends with the Löwdin charge.
Element x y z (Å)
C  -2.93605  -0.56074  0.04995  0.2856
N  -1.80223  -0.36774  -0.08340  0.2613
C  -0.29312  0.38632  -0.36097  -0.4084
O  -0.51050  1.29105  -1.12976  0.2215
O  0.57539  -0.22811  0.24760  0.0937
C  2.01095  0.01729  0.21623  0.1209
H  -3.86484  -0.95806  0.33245  0.1182
H  2.08420  1.08766  0.43881  0.1346
H  2.41026  -0.13323  -0.70613  0.0916
H  2.32594  -0.53446  0.99522  0.0810

## Properties
2S+1: 1
charge: +1
HOMO-LUMO gap: 0.4581 hartree
E_tot: -321.5852 hartree
molecular weight: 86.070 g/mol
SMILES: C#[N+]C(=O)OC